1.
Formula: C15H36ClO19
Source: the Open Molecules 2025 dataset
Level of theory: wB97M-V/def2-TZVPD

Last column: Löwdin charge in e.
Geometry (Å):
H (-17.3543, -16.0140, -4.0606)  0.031
H (-14.1671, -14.3286, 1.6554)  0.076
H (-12.6057, -9.9384, -2.7616)  0.130
H (-19.0551, -18.4434, -2.3125)  0.072
H (-15.3281, -18.3680, -4.4833)  0.118
O (-14.4446, -8.9749, -2.6324)  0.056
H (-16.8597, -16.3263, -2.0343)  0.095
H (-17.1118, -9.2953, -6.0984)  0.070
H (-15.0190, -14.3011, -2.3145)  0.016
C (-14.1643, -11.1182, -1.8218)  -0.098
H (-21.4094, -12.0659, -4.7859)  0.032
O (-18.5798, -13.7522, -4.3613)  -0.312
O (-11.8769, -19.2875, -3.5044)  0.146
H (-18.5935, -14.7038, -7.3856)  0.007
O (-18.7013, -11.5185, -6.4629)  -0.107
H (-14.8396, -17.4400, -5.9456)  0.132
O (-13.0829, -17.4128, -3.2357)  0.063
Cl (-17.4822, -13.3212, -3.5432)  0.677
O (-19.3579, -14.1631, -7.5940)  -0.064
O (-20.5382, -6.7910, -1.3846)  0.146
H (-15.5645, -13.5165, -0.2171)  0.108
H (-17.3881, -9.5816, -1.5992)  0.111
O (-17.7927, -13.3008, -2.1427)  -0.307
H (-16.2487, -14.7914, -7.1066)  0.023
H (-13.0397, -15.0722, 0.5617)  0.077
H (-18.8720, -10.3206, -0.9389)  0.136
O (-17.4725, -16.9564, -3.9000)  -0.091
O (-17.1033, -11.9710, -3.9309)  -0.352
O (-14.5429, -10.1914, -0.7858)  0.057
O (-15.7515, -14.0038, -6.8717)  -0.050
H (-18.7401, -8.7424, -6.4576)  0.074
H (-18.1483, -11.4309, -5.6729)  0.038
C (-17.2821, -17.2156, -2.5098)  -0.317
C (-19.9426, -7.7810, -1.6780)  -0.584
O (-21.4031, -12.5188, -3.9370)  -0.059
C (-18.1731, -10.6399, -7.4463)  -0.296
H (-19.2211, -13.3532, -7.0803)  -0.007
H (-13.2054, -13.3071, 0.5252)  0.066
C (-14.7941, -8.9872, -1.3275)  -0.603
C (-12.7005, -18.5257, -3.9055)  -0.586
H (-16.5844, -18.0550, -2.4270)  0.107
H (-15.3929, -15.3028, -0.2532)  0.106
O (-18.9253, -8.2938, -0.9688)  0.069
H (-17.5310, -8.5677, -7.6506)  0.072
C (-13.7452, -14.2439, 0.6514)  -0.084
H (-14.8058, -16.2127, -3.4698)  0.090
C (-14.0305, -16.6999, -4.0498)  -0.112
C (-14.5408, -17.7883, -4.9635)  -0.098
H (-20.5287, -12.9231, -3.8988)  -0.009
H (-13.4632, -15.9360, -4.5885)  0.141
O (-16.3336, -14.1862, -3.7849)  -0.376
H (-13.4055, -11.7841, -1.4304)  0.118
C (-14.8673, -14.3490, -0.3531)  -0.311
H (-18.4456, -9.0497, -3.6699)  0.123
H (-16.0097, -13.8129, -5.9614)  -0.005
O (-15.2701, -8.0814, -0.7171)  0.156
O (-20.1889, -8.5344, -2.7678)  0.065
C (-17.8756, -9.2655, -6.8799)  -0.094
C (-18.6134, -17.5597, -1.8550)  -0.076
H (-18.4940, -17.7007, -0.7809)  0.071
H (-15.0339, -11.6771, -2.1655)  0.110
C (-19.1317, -9.4788, -2.9358)  -0.105
O (-13.3833, -18.6496, -5.0604)  0.056
O (-14.3060, -14.2652, -1.6671)  -0.104
C (-13.6684, -10.1517, -2.8932)  -0.099
H (-18.9354, -10.5652, -8.2204)  0.116
C (-18.4682, -9.5122, -1.5517)  -0.090
H (-17.2353, -11.0237, -7.8604)  0.113
H (-19.4688, -10.4556, -3.2667)  0.112
H (-13.8755, -10.4628, -3.9130)  0.132
H (-19.2734, -16.7117, -2.0484)  0.078

Output
* strongest force on any atom: 1.673 eV Å⁻¹
* LUMO energy: 0.0846 Ha
* total charge: -1
* E_HOMO: -0.30736 Eh
* HOMO-LUMO gap: 10.6669 eV

***

2.
Formula: C15H36F2LiNO15P2S2
Source: the Open Molecules 2025 dataset
Level of theory: wB97M-V/def2-TZVPD

Last column: Löwdin charge in e.
Geometry (Å):
C (0.4057, -1.7596, -2.2273)  -0.280
H (0.1787, -1.8707, 3.1171)  0.099
H (1.3582, -3.5633, -0.7059)  0.140
C (2.6088, 1.0869, -2.8448)  -0.020
H (0.7591, 4.8841, -2.4887)  0.070
H (-6.5821, 1.0767, 1.2916)  0.102
Li (-1.0435, 0.3838, 0.7809)  0.168
H (1.5202, 3.3089, 2.4747)  0.098
C (-5.8942, 0.3014, 0.9544)  0.010
H (1.1548, 2.7486, 0.7472)  0.040
H (2.9447, 1.1619, 2.6508)  0.139
H (-2.9859, -2.7896, -0.5325)  0.117
H (-0.7427, -3.4963, -3.1337)  0.081
O (-2.3958, -0.3354, 1.3537)  0.000
H (3.3646, -3.9119, 0.5163)  0.067
F (-2.6788, 1.2461, 3.3536)  -0.193
H (-5.7991, 0.4100, -0.1260)  0.091
O (-0.0653, -0.6790, 0.4914)  -0.264
C (-0.7153, -2.4071, -3.1013)  -0.007
P (1.4122, -0.9007, 0.6179)  0.629
H (2.4984, -3.7504, 3.6392)  0.071
O (1.3041, 1.0119, -0.8244)  -0.194
H (0.2874, -1.9832, -1.1670)  0.092
O (-0.3635, 2.0091, -2.2679)  -0.158
P (-0.1734, 0.7052, -1.3451)  0.594
H (0.2507, 3.8276, -3.7645)  0.069
O (2.1152, -1.5069, -0.7016)  -0.280
H (2.5186, -0.5223, -1.4100)  0.016
S (-1.3907, 2.8667, 1.3172)  0.774
H (-0.6410, -1.9102, -4.0686)  0.088
C (-0.1030, 4.3344, -2.8666)  -0.038
O (-2.3808, 3.6037, 2.1319)  -0.229
H (2.1261, 2.0538, -2.9863)  0.068
C (-0.6584, 3.3344, -1.8105)  -0.233
S (-1.0129, 1.3261, 3.1581)  0.512
H (-1.7427, 3.3325, -1.6992)  0.114
O (1.9254, -1.9171, 1.8363)  -0.184
C (2.1882, -2.9286, -1.0161)  -0.200
O (-0.3570, 3.5890, 0.6276)  -0.300
C (-3.2266, -1.8562, -1.0414)  -0.043
H (2.1020, -2.9954, -2.1006)  0.105
H (-6.2836, -0.7126, 1.0446)  0.097
H (3.6552, 1.1320, -3.1467)  0.078
H (2.8183, 2.9620, 1.1973)  0.094
C (1.2649, -1.9616, 3.1130)  -0.243
H (1.2769, -3.2222, 4.7427)  0.070
O (-0.6360, 2.5047, 3.9213)  -0.248
H (-0.2347, 3.5339, -0.8263)  0.029
O (-0.4938, 0.0929, 3.7322)  -0.269
O (2.2566, 0.3767, 0.9388)  -0.231
C (1.8317, 2.7356, 1.6015)  -0.043
H (-1.7059, -2.1034, -2.7626)  0.035
N (-1.0685, 1.2471, 1.7258)  -0.386
O (-4.5335, 0.3094, 1.4817)  0.038
C (2.0351, 1.2977, 2.0656)  -0.163
H (0.6609, -4.0953, 3.3766)  0.074
C (1.4601, -3.4222, 3.6869)  -0.047
O (-1.2944, 0.5162, -0.4296)  -0.330
F (-2.3227, 2.3487, 0.0766)  -0.190
H (-2.4022, -1.1536, -1.1636)  0.068
C (3.5470, -3.5263, -0.4867)  -0.024
H (1.4337, -1.9485, -2.5365)  0.096
H (1.8049, -1.1518, 3.6037)  0.117
H (2.0739, 0.4416, -3.5416)  0.067
H (3.8694, -4.4018, -1.0503)  0.074
O (0.1093, -0.4148, -2.4818)  -0.144
H (3.1601, 0.9064, -0.7059)  0.142
H (-0.8931, 5.0122, -3.1898)  0.068
H (1.0777, 0.9223, 2.4269)  0.052
O (-4.0388, -1.1503, -0.1448)  -0.031
H (4.3538, -2.7983, -0.5714)  0.085
C (2.4056, 0.5619, -1.4131)  -0.331
H (-3.6858, -1.9880, -2.0211)  0.104
C (-3.5718, -0.3700, 0.9064)  -0.437

Output
* strongest force on any atom: 19.881 eV Å⁻¹
* LUMO energy: 0.0046 Ha
* E_HOMO: -0.34428 Eh
* HOMO-LUMO gap: 9.4927 eV